No. 1
18
Properties=species:S:1:pos:R:3:forces:R:3:lowdin_charge:R:1 method="wB97M-V/def2-TZVPD" energy_ha=-327.04936 spin_multiplicity=1 total_charge=+1 fmax_ev_per_a=4.74 e_lumo_ha=-0.0961 gap_ev=13.296 smiles=C[C@]12[C@]3(C)[C@@H]4[C@@]1(C)[N@+]423 e_above_lowest_ev=4.127
C 1.1543 -0.9555 -1.1835 -3.0 2.8 1.7 0.10
C 0.0075 -0.2728 -0.3698 -0.6 -0.3 -2.0 -0.11
C -0.6212 -0.5615 0.9037 -0.4 -0.6 0.5 -0.20
C -0.5236 -1.6756 1.8907 -4.0 0.3 -0.6 0.05
C -1.0294 0.8617 1.0503 -1.8 -1.8 -1.6 0.04
C -0.4794 1.1019 -0.3101 -0.2 0.4 -0.9 -0.15
C -0.3261 2.2804 -1.2576 -0.1 -2.3 0.1 0.06
N 0.3810 0.5804 0.8959 4.0 1.7 1.8 0.21
H 1.0764 -0.9784 -2.2217 -1.0 -0.1 -1.7 0.08
H 1.1622 -1.8871 -0.7727 1.1 -2.6 1.0 0.06
H 1.9163 -0.2681 -1.0123 2.2 0.4 0.7 0.09
H -0.6172 -2.5986 1.3619 -0.3 -0.7 -0.5 0.09
H -1.4254 -1.6353 2.5861 1.3 0.0 -0.8 0.13
H 0.3384 -1.7796 2.4180 2.6 0.4 1.6 0.06
H -1.5753 1.2795 1.8810 0.5 0.7 -0.1 0.18
H 0.6712 2.6294 -1.5343 0.0 -0.9 -0.5 0.11
H -0.7120 3.0938 -0.7859 -1.4 2.5 1.5 0.05
H -1.0787 2.0258 -2.0367 1.1 0.3 -0.1 0.13

No. 2
18
Properties=species:S:1:pos:R:3:forces:R:3:lowdin_charge:R:1 method="wB97M-V/def2-TZVPD" energy_ha=-641.32856 spin_multiplicity=1 total_charge=+1 fmax_ev_per_a=3.96 e_lumo_ha=-0.1275 gap_ev=11.358 e_above_lowest_ev=0.145
C -2.4580 -0.9279 -0.5727 -1.8 -0.7 -0.4 -0.20
C 2.1815 1.4988 1.2663 -0.8 -1.8 3.4 0.03
C 1.4711 0.4065 0.5267 1.7 0.5 -2.1 -0.22
C 2.4933 -0.3922 -0.4201 0.6 1.0 0.4 -0.55
N -3.6455 -1.3443 -0.9798 -0.2 0.2 0.0 0.19
N -2.1521 0.2007 -0.0713 -1.1 3.6 0.7 0.18
O 0.2996 0.1906 0.3383 1.2 0.0 0.9 0.10
F 2.6181 0.4009 -1.5163 -0.6 -0.6 0.2 0.15
F 2.1222 -1.6169 -0.7477 -0.3 0.3 -0.1 0.19
F 3.7264 -0.4357 0.0971 -0.3 -0.3 0.4 0.16
H 1.5673 2.1610 1.8692 -0.6 -0.1 -0.3 0.10
H 2.9209 2.0906 0.8264 1.0 0.5 -1.7 0.09
H 2.7880 0.9480 2.0669 -0.6 0.4 -0.9 0.14
H -3.8843 -2.2115 -1.4349 0.9 -0.3 0.2 0.14
H -4.4618 -0.7813 -0.8663 -0.3 0.7 0.1 0.12
H -1.1376 0.3518 0.1373 -1.1 0.1 0.1 0.04
H -2.7987 1.0449 0.0517 1.0 -2.0 -0.4 0.19
H -1.6504 -1.5841 -0.5707 1.2 -1.4 -0.5 0.14

No. 3
24
Properties=species:S:1:pos:R:3:forces:R:3:lowdin_charge:R:1 method="wB97M-V/def2-TZVPD" energy_ha=-735.77638 spin_multiplicity=1 fmax_ev_per_a=3.82 e_lumo_ha=-0.0028 gap_ev=8.733 e_above_lowest_ev=5.233
B -0.6830 0.9407 -0.1855 1.0 3.3 1.6 -0.43
C -2.8453 -1.5709 -0.4802 0.1 -0.7 -0.5 -0.12
C 2.4158 -0.9459 0.8558 -1.0 -2.3 -0.5 -0.13
C -2.1072 0.8286 0.4062 0.7 0.5 -1.5 -0.20
C -2.5253 -0.6408 0.6906 1.4 0.5 0.1 -0.26
C 2.6160 0.3521 0.1967 1.3 0.8 0.2 -0.37
C 2.0834 0.4180 -1.1844 -2.2 1.1 0.1 -0.39
O 0.6041 2.9007 0.1942 -1.2 -2.4 -0.9 -0.33
S 0.2216 0.0621 -1.2868 1.2 -1.9 -1.4 1.02
H -3.1077 -2.6408 -0.1520 0.5 1.6 -0.4 0.10
H -2.0248 -1.6030 -1.2313 -0.3 -0.2 0.7 0.04
H -3.6889 -1.1891 -1.0600 -0.2 0.0 0.2 0.07
H 2.6891 -1.7436 0.1450 0.5 -0.1 0.4 0.08
H 2.9936 -1.0168 1.7836 -0.4 -0.3 -0.1 0.09
H 1.3108 -1.2013 0.9555 1.3 0.7 0.6 0.08
H -2.6013 1.4604 -0.3367 -0.9 -0.4 -0.5 0.11
H -2.2538 1.4519 1.2546 0.3 0.3 1.1 0.10
H -3.4032 -0.5829 1.3515 0.7 -0.4 0.2 0.11
H -1.5122 -0.9105 1.1555 -2.0 -0.8 0.2 0.12
H 3.6713 0.5715 -0.0277 0.2 -0.3 0.5 0.13
H 2.3402 1.1000 0.9201 -0.7 0.9 -0.5 0.10
H 2.0635 1.4390 -1.5741 0.8 -0.4 -0.3 0.07
H 2.5470 -0.3563 -1.7976 -0.2 0.3 -0.3 0.09
H 1.1964 2.8770 -0.5930 -0.8 0.1 0.8 -0.07

No. 4
122
Properties=species:S:1:pos:R:3:forces:R:3:lowdin_charge:R:1 method="wB97M-V/def2-TZVPD" energy_ha=-3435.23750 spin_multiplicity=1 fmax_ev_per_a=2.77 e_lumo_ha=0.0031 gap_ev=10.388 smiles="CCOC(C)=O.CCOC(C)=O.O=C1OCCO1.O=C1OCCO1.O=C1OCCO1.O=C1OCCO1.O=C1OCCO1.O=C1OCCO1.O=C1OCCO1.CCCC#N.CCCC#N"
C -18.3295 -6.2552 22.2071 0.7 -0.2 -0.8 -0.04
C -17.2406 -7.0081 22.9670 -0.7 0.5 1.9 -0.22
O -16.2540 -7.5652 22.1173 -0.1 -0.7 -0.8 -0.02
C -15.0398 -7.0254 22.0093 0.4 1.6 0.1 -0.54
C -14.3329 -7.3568 20.7226 0.5 -1.0 0.3 0.02
O -14.5808 -6.2235 22.7857 -0.2 -0.4 0.1 0.11
H -18.2933 -5.1868 22.4081 -0.2 0.0 0.1 0.09
H -19.3285 -6.6508 22.3652 0.0 0.0 0.3 0.05
H -18.0915 -6.3897 21.1467 -0.1 0.1 0.0 0.07
H -16.8289 -6.3579 23.7426 0.5 0.1 -0.4 0.11
H -17.6735 -7.7961 23.5825 0.1 -0.4 -0.5 0.09
H -13.2586 -7.4244 20.8943 0.0 0.2 0.2 0.09
H -14.4633 -6.5462 20.0101 -0.4 -0.1 -0.1 0.09
H -14.6347 -8.3322 20.3388 -0.3 0.3 -0.3 0.07
C -24.1729 -12.0870 22.0142 0.7 0.0 -0.4 -0.05
C -23.4895 -13.4390 21.9017 -0.3 0.5 0.0 -0.21
O -22.3079 -13.3621 22.7135 -0.1 -0.1 0.1 -0.03
C -21.5742 -14.4789 22.8227 -0.2 0.1 0.3 -0.54
C -20.4946 -14.3000 23.8554 -0.3 -0.8 0.3 0.03
O -21.8291 -15.5045 22.2412 0.1 0.1 0.0 0.10
H -24.5618 -11.9639 23.0222 -0.3 0.1 -0.1 0.06
H -24.9262 -11.9986 21.2325 -0.3 0.0 0.3 0.08
H -23.4528 -11.2875 21.8248 0.0 0.0 0.0 0.07
H -24.1773 -14.1962 22.2834 0.3 -0.3 0.0 0.11
H -23.1996 -13.7044 20.8863 -0.1 0.0 0.0 0.13
H -19.6533 -13.7152 23.5015 0.0 0.1 -0.1 0.06
H -20.1976 -15.3058 24.1534 0.3 0.1 -0.2 0.09
H -20.9414 -13.8505 24.7431 0.1 0.4 -0.1 0.06
O -26.5816 -12.2048 24.9758 -0.1 -0.1 0.1 0.15
C -26.5291 -11.3896 25.8441 0.1 0.2 -0.3 -0.56
O -26.3655 -10.0663 25.6560 0.0 -0.1 0.3 0.07
C -26.4440 -9.4165 26.9540 -0.2 0.4 -0.6 -0.09
C -26.0863 -10.5628 27.8515 0.0 1.1 2.0 -0.14
O -26.6158 -11.6797 27.1711 0.5 -0.3 -0.3 0.07
H -25.8138 -8.5324 26.9840 0.4 -0.3 -0.2 0.12
H -27.4588 -9.0377 27.0917 -0.1 -0.3 0.0 0.14
H -26.5305 -10.4555 28.8452 -0.5 -0.2 -0.3 0.14
H -25.0212 -10.6139 28.1045 0.1 -0.5 -0.8 0.12
O -23.0771 -12.7221 27.7388 0.1 0.1 0.4 0.12
C -23.7473 -13.5262 27.1648 -0.4 0.5 -0.5 -0.59
O -23.7481 -13.6406 25.8205 0.1 -0.2 0.0 0.05
C -24.4547 -14.8367 25.4619 -0.3 0.1 0.2 -0.10
C -25.3505 -15.0492 26.6743 0.4 0.3 0.5 -0.07
O -24.6244 -14.3618 27.7285 0.2 -0.2 -0.1 0.07
H -25.0671 -14.6548 24.5835 0.3 0.1 -0.2 0.13
H -23.7182 -15.6232 25.3021 -0.1 -0.1 -0.1 0.14
H -25.4548 -16.0775 27.0038 -0.2 -0.1 -0.2 0.13
H -26.2989 -14.5283 26.5595 -0.1 -0.2 0.0 0.12
O -19.4287 -7.1034 29.6760 0.5 0.0 -0.4 0.16
C -19.9601 -8.1627 29.7409 -0.8 0.4 1.2 -0.58
O -20.7318 -8.7049 28.7992 0.6 -0.6 -1.0 0.05
C -21.2839 -9.9630 29.2128 -0.1 0.7 1.1 -0.09
C -20.7544 -10.0964 30.6616 -0.8 0.4 0.0 -0.10
O -20.0259 -8.8869 30.8945 0.5 -0.5 -0.7 0.06
H -22.3530 -9.7737 29.1710 -0.1 -0.6 0.0 0.12
H -20.9764 -10.8252 28.6283 0.0 0.3 -0.5 0.11
H -20.1481 -10.9910 30.7753 0.3 0.2 0.2 0.12
H -21.5672 -10.0753 31.3846 0.0 -0.4 0.0 0.13
O -22.9273 -8.0606 21.7734 -0.2 0.0 0.1 0.16
C -22.4455 -7.3257 20.9748 0.0 0.0 -0.3 -0.56
O -22.5307 -7.4673 19.6316 -0.2 0.1 0.2 0.08
C -21.8924 -6.3422 19.0403 0.7 0.6 -0.6 -0.12
C -20.9106 -5.9146 20.1308 -1.0 -0.6 -1.0 -0.11
O -21.7128 -6.2287 21.2829 0.5 0.1 0.3 0.04
H -21.4147 -6.6277 18.1048 0.0 -0.3 0.1 0.13
H -22.5811 -5.5291 18.7972 -0.4 -0.2 0.3 0.13
H -20.6603 -4.8646 20.0435 0.1 0.1 0.5 0.14
H -20.0462 -6.5724 20.0951 0.2 0.2 0.3 0.11
O -26.3547 -6.1566 25.6071 -0.3 -0.4 0.2 0.16
C -25.2105 -6.0178 25.3251 0.1 0.5 -0.3 -0.58
O -24.2835 -6.9987 25.3258 0.2 -0.5 0.2 0.05
C -23.0151 -6.5061 24.9341 0.6 2.7 -0.3 -0.12
C -23.2457 -4.9663 24.8822 -0.4 0.1 -0.2 -0.08
O -24.6755 -4.8462 24.9386 0.2 -0.1 0.2 0.06
H -22.2121 -6.6177 25.6561 -0.2 -1.0 0.1 0.11
H -22.7114 -6.7531 23.9208 -0.2 -1.0 0.1 0.10
H -22.9277 -4.4990 23.9524 0.1 -0.2 0.0 0.12
H -22.8128 -4.4060 25.7108 0.0 -0.2 0.1 0.13
O -19.0727 -11.7227 22.3217 -0.2 0.1 0.5 0.16
C -17.9239 -11.6016 22.6003 0.5 -0.1 -0.9 -0.55
O -17.1704 -10.5239 22.2654 -0.2 0.2 0.1 0.06
C -15.8232 -10.9575 22.1710 0.7 -0.6 -0.5 -0.13
C -15.7997 -12.1179 23.1567 0.7 1.0 0.5 -0.11
O -17.1541 -12.5538 23.1730 -0.1 -0.2 -0.1 0.07
H -15.6173 -11.2622 21.1379 -0.2 -0.2 0.1 0.14
H -15.0791 -10.1941 22.3854 -0.5 0.3 0.4 0.13
H -15.5276 -11.7119 24.1359 -0.2 -0.3 0.1 0.13
H -15.0892 -12.9009 22.9112 -0.3 -0.3 -0.2 0.13
O -16.1285 -2.5277 25.3299 0.0 0.2 -0.1 0.17
C -16.3544 -3.4194 26.0760 -0.1 -0.2 0.3 -0.57
O -17.4139 -4.2588 25.9827 -0.2 0.1 0.1 0.05
C -17.4123 -5.1477 27.1097 0.2 -0.9 -0.2 -0.12
C -15.9517 -5.0741 27.5169 -0.2 -0.8 -0.3 -0.12
O -15.5835 -3.7509 27.1452 0.1 0.1 0.1 0.06
H -18.1619 -4.8984 27.8601 0.2 0.5 0.0 0.13
H -17.6507 -6.1553 26.7707 -0.1 0.1 -0.2 0.10
H -15.3900 -5.7719 26.8842 0.1 0.1 0.0 0.13
H -15.7271 -5.3519 28.5424 -0.1 0.6 0.2 0.13
C -22.5957 -9.8243 25.8476 -0.5 0.9 -0.2 -0.08
C -21.5242 -10.4818 25.0082 0.9 -0.6 0.6 -0.21
C -20.7233 -9.4966 24.1666 -1.1 1.1 -1.2 -0.15
C -20.1225 -8.3295 24.8055 0.2 -0.5 0.4 -0.21
N -19.6173 -7.4073 25.2671 0.0 0.2 0.1 0.19
H -23.0788 -10.4895 26.5603 0.1 -0.3 -0.2 0.05
H -23.3576 -9.3976 25.1874 -0.1 -0.2 0.0 0.08
H -22.2401 -8.9564 26.4140 0.3 -0.2 0.1 0.07
H -21.9602 -11.2219 24.3365 0.0 0.1 -0.1 0.10
H -20.8260 -11.0419 25.6419 -0.1 0.0 0.1 0.10
H -21.4577 -9.0246 23.4915 0.0 -0.1 0.0 0.11
H -20.0013 -9.9044 23.4616 0.1 -0.5 0.3 0.10
C -19.9987 -13.7899 27.6010 0.0 -0.5 -1.4 -0.11
C -18.8469 -13.9939 28.5506 -0.1 0.0 0.7 -0.25
C -18.9641 -15.3513 29.2646 0.2 0.2 -0.4 -0.19
C -17.9740 -15.4772 30.3253 0.0 -0.1 0.4 -0.24
N -17.2215 -15.5364 31.1910 0.0 0.0 -0.1 0.14
H -20.0049 -14.4789 26.7437 0.4 -0.3 0.3 0.07
H -19.9570 -12.8436 27.0583 -0.2 0.3 0.6 0.06
H -20.9627 -13.9793 28.0680 0.0 0.6 0.2 0.06
H -18.8988 -13.2254 29.3271 0.1 0.1 -0.1 0.10
H -17.8606 -13.9243 28.0939 -0.1 0.1 -0.2 0.12
H -18.7990 -16.1462 28.5362 -0.1 -0.1 0.1 0.12
H -19.9628 -15.4503 29.6884 0.0 -0.1 0.0 0.12

No. 5
74
Properties=species:S:1:pos:R:3:forces:R:3:lowdin_charge:R:1 method="wB97M-V/def2-TZVPD" energy_ha=-4239.92100 spin_multiplicity=2 total_charge=+3 fmax_ev_per_a=1.71 e_lumo_ha="-0.3653 / -0.3639" gap_ev="5.424 / 5.874" e_above_lowest_ev=0.393
Tc 0.7923 0.3522 -0.0278 0.2 -1.6 0.7 0.80
Cl -0.1535 0.7125 -2.2910 -0.5 0.1 -0.6 0.73
C 0.1780 -0.3067 -3.7070 0.0 -0.4 0.1 -0.58
C 0.8453 0.3005 -4.7294 0.1 0.3 0.1 -0.09
C 1.0782 -0.4252 -5.8989 0.1 0.0 -0.2 -0.01
C 0.6548 -1.7332 -6.0197 0.1 0.1 -0.1 -0.07
C -0.0115 -2.3515 -4.9722 0.0 0.1 0.1 -0.67
Cl -0.4924 -3.9709 -5.1834 -0.1 0.0 0.1 0.78
C -0.2961 -1.6531 -3.7584 0.0 0.1 0.1 -0.72
S -1.1601 -2.3816 -2.4902 -0.1 0.2 -0.2 0.71
H 1.1787 1.3285 -4.6465 0.0 -0.1 0.0 0.12
H 1.5986 0.0530 -6.7206 0.0 -0.1 0.0 0.13
H 0.8313 -2.2881 -6.9319 0.0 0.0 0.0 0.13
O -1.7137 2.7437 -0.2632 0.4 -0.1 0.1 0.05
C -0.6119 3.0978 0.1400 0.2 -0.2 -0.2 -0.56
O 0.4701 2.3821 0.2579 -0.6 -0.2 0.1 -0.24
C -0.4055 4.5480 0.5736 0.2 0.1 -0.2 -0.14
N -1.6856 5.3059 0.2734 0.4 0.1 0.0 0.12
C -1.3567 6.4007 -0.7260 0.1 0.0 0.0 -0.07
C 0.1107 6.6842 -0.4572 0.0 -0.1 0.0 -0.13
C 0.6970 5.2874 -0.2111 -0.1 0.1 0.0 -0.11
H -0.2223 4.5635 1.6434 0.0 0.1 0.1 0.17
H -2.0980 5.6959 1.1150 0.0 0.1 0.1 0.19
H -2.3229 4.5986 -0.0966 -0.4 -0.2 -0.2 0.15
H -2.0215 7.2456 -0.5856 -0.1 0.0 0.1 0.14
H -1.5078 5.9902 -1.7218 0.0 -0.1 0.0 0.14
H 0.2259 7.3132 0.4273 0.0 0.0 0.0 0.13
H 0.5782 7.1963 -1.2965 0.0 0.0 0.0 0.13
H 1.6267 5.3165 0.3509 0.0 0.0 0.0 0.11
H 0.8911 4.7789 -1.1578 0.0 0.0 0.0 0.13
N 1.9385 0.2599 2.8927 0.5 0.0 1.5 0.23
C 1.5215 0.2781 1.8274 -0.4 0.1 -1.4 -0.26
H 2.2110 0.3281 3.8617 -0.1 0.0 -0.3 0.13
Cl 3.7314 2.9540 1.0350 -0.2 0.0 -0.1 0.62
C 4.2692 1.6420 0.0281 -0.1 0.0 0.3 -0.87
Cl 2.9723 0.8988 -1.0285 0.2 0.5 -0.1 0.58
H 4.6596 0.8526 0.6505 0.0 -0.3 0.0 0.03
H 5.0057 2.0042 -0.6689 0.1 0.0 -0.3 0.04
C 1.6981 -5.1410 3.4799 -0.1 0.1 -0.1 0.03
C 2.4265 -4.2697 2.5085 -0.4 -0.1 0.1 -0.21
C 3.7868 -4.1668 2.4108 0.3 -0.1 0.1 0.07
C 4.3409 -3.3112 1.4613 0.0 0.3 -0.3 -0.24
N 3.5532 -2.5643 0.6431 0.0 -0.1 0.2 0.14
C 2.2522 -2.6903 0.7335 0.4 0.0 0.1 -0.67
S 1.1620 -1.9471 -0.4550 -0.1 1.1 0.4 0.63
N 1.6918 -3.5172 1.6510 0.0 0.0 0.0 0.14
C 5.8175 -3.1822 1.2832 -0.2 0.1 0.0 0.01
H 2.3733 -5.8608 3.9346 0.0 0.0 0.0 0.10
H 0.8824 -5.6809 2.9923 0.1 0.0 0.0 0.11
H 1.2654 -4.5305 4.2784 0.0 0.0 -0.1 0.11
H 4.4194 -4.7655 3.0549 -0.1 0.1 -0.1 0.15
H 0.6829 -3.5977 1.6671 -0.1 0.0 0.0 0.16
H 6.3621 -3.9933 1.7616 0.0 0.0 0.0 0.10
H 6.1548 -2.2348 1.7182 0.0 -0.1 0.0 0.11
H 6.0538 -3.1432 0.2203 0.0 0.0 0.0 0.10
C -4.6676 -2.2817 -0.3204 -0.1 0.0 -0.1 -0.07
C -5.2057 -1.5130 0.8863 0.4 0.0 0.0 -0.40
C -4.9196 -2.2485 2.1934 0.0 0.0 0.1 -0.07
C -4.6795 -0.0706 0.9218 0.1 -0.3 0.1 -0.07
N -3.1992 0.0018 1.0502 -0.8 0.0 0.6 -0.05
C -2.2911 -0.0443 0.1085 0.0 -0.2 -0.2 -0.16
N -1.1133 -0.0121 0.6992 0.8 0.6 0.5 -0.16
N -1.3311 0.0906 2.0545 -0.8 -0.1 -0.5 0.03
N -2.5895 0.0907 2.2680 0.5 -0.1 -0.7 0.13
H -5.1215 -3.2748 -0.3651 0.1 0.1 0.0 0.10
H -3.5811 -2.4298 -0.2525 -0.1 0.0 0.0 0.06
H -4.8963 -1.7742 -1.2655 0.1 -0.1 0.1 0.09
H -6.2852 -1.4023 0.7730 -0.1 0.0 0.0 0.15
H -3.8472 -2.4431 2.3146 -0.1 0.0 0.0 0.07
H -5.4324 -3.2121 2.2039 0.1 0.1 0.0 0.09
H -5.2607 -1.6790 3.0628 0.0 -0.1 -0.1 0.09
H -5.0821 0.4583 1.7783 0.0 0.1 0.1 0.13
H -4.9441 0.4583 0.0096 0.1 0.1 0.0 0.14
H -2.4828 -0.1201 -0.9512 0.1 0.0 0.1 0.11

No. 6
34
Properties=species:S:1:pos:R:3:forces:R:3:lowdin_charge:R:1 method="wB97M-V/def2-TZVPD" energy_ha=-841.10175 spin_multiplicity=1 total_charge=+1 fmax_ev_per_a=5.36 e_lumo_ha=-0.1236 gap_ev=9.861 e_above_lowest_ev=4.910
O -47.4669 8.9111 18.8206 -0.3 0.3 4.4 0.07
H -47.5511 9.6089 19.6986 0.2 -2.4 -3.1 0.19
H -46.5042 8.4931 18.9778 -1.7 0.7 -0.8 0.14
H -48.2667 8.2143 19.0727 1.9 1.4 -0.4 0.14
O -49.5686 8.2622 16.4576 3.4 -2.7 -0.8 0.02
H -50.1367 7.7190 15.9439 -1.1 0.0 -0.6 0.04
H -49.9589 8.9610 16.8647 -2.4 2.8 1.3 -0.02
O -50.2169 5.6135 18.0413 0.3 -1.4 -0.8 -0.04
H -50.3040 6.1717 18.8079 -0.1 0.7 -0.5 -0.02
H -50.3521 6.0403 17.1822 0.0 0.3 1.1 0.03
O -43.1580 7.6221 20.6173 -0.1 0.4 -0.6 -0.07
H -42.3113 7.7672 20.1901 0.5 -0.2 0.3 0.03
H -43.7218 8.0610 19.9604 -0.4 -0.2 0.4 -0.02
O -44.7719 8.6292 18.2876 0.7 -0.6 -1.2 -0.05
H -44.4828 8.0361 17.5625 -0.8 -0.4 0.7 0.10
H -44.2447 9.3817 17.9983 -0.3 0.8 0.7 0.07
O -44.9282 10.7463 20.3531 0.5 1.2 -0.8 -0.05
H -44.4859 11.5906 20.6024 -0.6 -1.1 0.0 0.08
H -45.2966 10.3526 21.1357 0.0 -0.1 0.8 0.00
O -46.7405 5.7691 17.7148 2.6 -1.5 -4.1 -0.10
H -47.6548 5.6988 17.8755 -2.1 -0.4 0.2 -0.05
H -46.5966 5.2739 16.7496 -0.7 2.0 4.0 0.15
O -47.8578 10.4048 22.0744 -1.1 1.6 0.0 -0.11
H -48.1671 11.2824 21.6468 0.5 -2.2 1.3 0.09
H -48.3523 10.2854 22.9304 0.6 0.5 -1.4 0.09
O -49.6393 7.7117 19.8673 1.4 -2.2 2.3 -0.03
H -50.4965 8.0503 19.7547 -1.9 1.1 -0.4 0.05
H -49.7257 7.1217 20.6961 0.6 1.4 -1.8 0.16
O -49.2202 11.3602 19.5181 4.5 1.8 -2.2 -0.10
H -49.6862 11.1295 18.7273 -1.3 -0.4 -0.6 0.01
H -48.3766 11.7897 18.9420 -3.0 -1.3 2.7 0.17
O -46.5040 7.9291 21.3981 0.0 -0.8 3.3 -0.12
H -46.8794 8.6457 22.0040 0.7 -1.2 -1.3 0.03
H -46.2009 7.2006 22.0843 -0.7 2.1 -2.3 0.13